Here is a 3-piece molecular cluster, C8H13FNO9P overall in a non-equilibrium geometry from OMol25. Energies are from wB97M-V/def2-TZVPD.

- F_max (hartree/bohr) = 0.0433
- LUMO energy (eV) = 0.06
- E_tot (Eh) = -1485.7681
- net charge = 0
- HOMO (eV) = -9.9478

Each line ends with the Mulliken charge.
Positions of all 33 atoms, in Å:
C (-2.077, 1.338, 0.382)  0.388
H (-0.964, 2.941, 1.350)  0.291
H (-0.245, -4.047, 3.532)  0.305
H (-2.209, 0.969, -0.636)  0.141
H (-2.140, -2.024, 3.760)  0.321
O (-4.790, 3.276, 1.053)  -0.528
C (-1.493, 2.732, 0.418)  -0.187
H (-0.831, 2.940, -0.418)  0.126
H (-2.166, -3.131, 2.375)  0.253
C (0.056, -1.634, 1.557)  0.559
C (-1.560, -2.412, 2.928)  -0.362
C (3.214, -0.975, -2.220)  -0.762
H (0.194, -2.473, 4.222)  0.254
O (0.293, 0.461, -3.367)  -0.246
C (3.519, 0.479, -2.485)  -0.211
H (3.462, 1.038, -1.559)  0.264
P (1.350, 1.794, -3.303)  0.238
O (2.763, 1.072, -3.570)  -0.222
O (-1.178, -1.353, 2.041)  -0.256
C (-0.219, -2.977, 3.346)  -0.346
N (0.078, -0.208, -2.131)  0.483
O (-2.665, 3.556, 0.357)  -0.359
O (-3.367, 1.529, 0.977)  -0.355
H (4.553, 0.526, -2.798)  0.332
H (3.375, -1.556, -3.120)  0.285
O (-0.470, -1.213, -2.302)  -0.368
H (-1.493, 0.619, 0.944)  -0.138
O (0.607, -2.680, 2.213)  -0.353
H (2.244, -1.148, -1.785)  0.087
F (1.359, 2.080, -1.762)  -0.195
C (-3.715, 2.831, 0.819)  0.638
O (0.572, -1.029, 0.675)  -0.429
H (3.941, -1.320, -1.493)  0.353

Atomic forces in eV per Å
C 0.204 -0.113 -0.090
H -0.039 -0.013 0.028
H 0.114 -0.031 -0.157
H -0.041 0.041 -0.008
H 0.018 0.184 -0.072
O -0.051 0.022 0.018
C 0.109 0.009 -0.033
H -0.117 0.122 -0.064
H 0.041 -0.008 -0.037
C 0.001 0.014 -0.051
C -0.145 -0.083 0.116
C 0.243 0.134 -0.111
H -0.006 0.043 -0.024
O 0.459 0.689 0.267
C 0.626 -0.611 -0.070
H -0.374 0.401 -0.031
P -0.425 -0.225 -2.174
O -0.215 0.261 1.213
O 0.077 -0.222 0.163
C -0.031 -0.084 0.142
N -0.101 -0.165 0.215
O 0.004 -0.126 0.041
O 0.089 0.144 -0.036
H 0.250 0.236 -0.266
H -0.252 -0.195 -0.196
O -0.242 -0.218 -0.020
H -0.168 -0.007 0.069
O -0.130 0.081 0.005
H -0.338 -0.096 -0.002
F 0.110 -0.092 0.942
C 0.017 -0.014 -0.012
O 0.126 0.014 0.011
H 0.186 -0.089 0.221

***

Here is C45H59N6O3PRe as an isolated structure from OMol25. Energies are from wB97M-V/def2-TZVPD.

- F_max (hartree/bohr) = 0.0135
- LUMO energy (spin up / spin down) (eV) = -13.28 / -13.06
- multiplicity = 2
- E_tot (Eh) = -2722.7195
- net charge = +4
- HOMO (spin up / spin down) (eV) = -18.8927 / -18.8927
- expectation value of S² = 0.7613

Each line ends with the Mulliken spin population.
Positions of all 115 atoms, in Å:
H (-6.282, -0.353, 2.274)  0.000
C (-2.157, -3.672, -2.776)  0.002
H (-1.924, -2.115, -5.932)  0.001
C (0.988, 3.525, 1.380)  -0.003
H (-3.791, 4.693, -1.081)  0.000
O (-2.007, -2.955, 1.894)  0.006
H (0.050, -5.712, -4.338)  0.000
C (-0.359, -5.053, -3.584)  0.001
N (-0.902, -0.905, -4.538)  0.012
H (-2.445, 0.571, 2.003)  0.015
H (-3.575, -3.774, 0.805)  0.000
H (-2.197, -4.727, -4.644)  0.000
C (-2.122, -2.684, -0.487)  0.007
H (-0.729, -2.146, 4.309)  0.000
C (-1.317, -1.947, 1.518)  -0.023
H (-2.201, 4.224, 0.506)  -0.002
C (3.737, 2.046, -3.069)  -0.002
C (2.130, 0.822, 1.091)  -0.026
H (-1.529, 5.671, 1.740)  0.000
H (-4.737, -0.254, 3.077)  -0.001
H (-0.228, 3.749, -1.468)  0.001
O (1.243, -1.260, -1.833)  0.030
H (-5.871, 1.976, 2.962)  0.000
H (1.011, 5.495, 3.432)  0.000
C (-0.979, 5.342, 2.628)  0.001
C (-1.618, -4.492, -3.760)  -0.001
H (0.565, 6.833, 2.393)  0.000
H (-3.396, -0.227, -4.295)  0.000
N (-1.279, -1.646, 0.235)  0.121
H (-3.926, 3.192, 1.783)  -0.001
H (-4.025, -1.414, 1.201)  0.001
H (0.655, 5.431, 0.404)  0.000
C (-3.688, 0.509, 0.253)  -0.039
H (-3.243, 0.279, -2.654)  0.003
C (-1.543, -0.435, -3.484)  0.007
C (0.935, -0.757, 4.303)  -0.004
H (4.728, 1.767, -2.730)  0.000
H (2.648, 0.494, 3.874)  0.000
C (-3.898, 2.163, 2.142)  0.007
C (2.609, 1.741, -2.307)  -0.003
C (2.828, 0.956, -1.045)  0.003
C (1.220, 2.745, -4.005)  0.008
C (0.478, 5.754, 2.511)  0.000
H (-0.664, -1.052, -6.598)  0.000
C (1.357, 2.100, -2.779)  0.008
H (-0.625, 3.625, 3.820)  0.000
H (-5.348, -0.855, 0.198)  0.000
H (1.190, -0.915, 5.343)  0.000
H (-5.858, 1.902, 1.223)  0.000
C (1.737, 0.045, 3.499)  0.009
H (-2.466, 5.287, -2.827)  0.000
H (-2.196, -0.354, -6.103)  0.001
H (3.152, -0.056, -1.296)  0.000
C (1.359, 0.230, 2.176)  0.027
H (-3.159, -3.275, -2.895)  0.000
C (0.360, -4.799, -2.420)  0.000
H (2.245, 3.551, -5.709)  0.000
H (-3.007, -2.161, -0.855)  0.000
N (0.252, -0.321, 1.665)  0.001
H (-3.554, 2.198, 3.176)  -0.002
N (-2.823, -0.131, -3.470)  0.003
N (-0.725, -0.367, -2.370)  -0.003
H (-0.916, 5.285, -1.007)  0.000
Re (-0.232, -0.008, -0.361)  0.616
H (1.212, -0.749, -4.701)  -0.001
C (0.444, -1.328, -4.178)  0.008
C (-1.442, -3.424, -1.606)  0.000
H (1.300, 3.130, 0.410)  -0.003
C (3.605, 2.700, -4.283)  0.001
H (0.462, 1.921, -2.184)  0.026
C (-3.568, 3.628, -0.973)  0.001
C (-1.169, 4.301, -1.394)  0.004
H (0.601, -2.395, -4.353)  -0.001
H (-2.136, 3.551, 2.974)  0.001
N (1.634, 0.764, -0.133)  0.049
C (-5.317, 1.574, 2.115)  0.003
H (4.488, 2.937, -4.862)  0.000
H (-2.789, 3.238, -4.266)  0.000
H (-1.791, 2.329, -3.143)  0.003
C (-1.765, 4.451, -2.797)  -0.003
P (-1.455, 2.149, 0.524)  0.017
H (1.330, -5.255, -2.274)  0.000
C (-0.150, -1.428, 3.741)  0.002
C (0.437, -1.016, -2.720)  0.043
H (1.723, 3.191, 2.120)  0.000
H (-0.142, 2.015, 2.417)  0.007
H (-4.310, 3.267, -0.264)  0.000
C (-1.467, -1.128, -5.869)  -0.001
H (4.844, 1.231, -0.160)  0.001
H (-3.868, 1.886, -2.144)  0.000
C (-0.443, -1.191, 2.408)  0.009
H (-4.622, 3.300, -2.807)  0.000
C (-2.486, 3.177, -3.221)  0.001
C (-5.277, 0.054, 2.177)  0.000
H (-1.456, 5.839, 3.474)  0.000
H (-0.967, 4.716, -3.492)  0.000
C (-1.097, 3.837, 2.856)  -0.005
H (0.240, 3.030, -4.363)  0.001
C (-0.184, -3.997, -1.429)  -0.001
H (-1.988, -4.585, 0.640)  0.000
H (-3.020, 0.027, -0.478)  0.054
H (0.375, -3.840, -0.512)  -0.001
C (-3.712, 2.948, -2.322)  -0.001
C (-2.507, -3.630, 0.677)  0.000
C (2.345, 3.043, -4.759)  -0.002
C (1.105, 5.054, 1.318)  0.000
O (3.333, 1.229, 1.248)  0.000
C (-4.599, -0.526, 0.920)  0.003
C (-2.147, 3.611, -0.404)  0.006
H (2.168, 5.293, 1.245)  0.000
C (-2.899, 1.297, 1.315)  0.028
C (3.833, 1.618, -0.087)  0.002
H (-4.299, 1.203, -0.319)  -0.007
H (3.824, 2.706, -0.126)  0.000
C (-0.369, 2.909, 1.834)  -0.024

Atomic forces in eV per Å
H 0.013 -0.001 0.013
C 0.033 0.011 0.009
H -0.016 -0.005 -0.013
C 0.006 -0.020 -0.022
H -0.014 -0.008 -0.010
O 0.033 0.078 -0.005
H 0.002 -0.002 -0.006
C -0.016 0.012 -0.015
N 0.026 0.084 0.026
H 0.026 0.009 -0.010
H -0.002 0.001 -0.021
H 0.001 0.000 -0.009
C -0.047 0.076 0.007
H -0.009 -0.006 0.008
C 0.010 0.032 0.018
H 0.053 0.041 -0.043
C -0.030 -0.028 -0.028
C -0.012 -0.068 0.073
H 0.013 -0.014 -0.026
H 0.013 0.009 0.002
H -0.024 0.081 0.040
O 0.005 -0.037 0.624
H -0.004 0.005 -0.018
H 0.002 -0.009 0.005
C -0.019 -0.011 0.028
C 0.013 -0.001 0.000
H 0.006 -0.007 0.011
H 0.001 0.014 -0.010
N 0.044 -0.309 -0.079
H 0.022 -0.005 0.054
H 0.017 -0.004 -0.007
H -0.128 0.042 -0.151
C -0.009 -0.013 0.022
H -0.008 0.099 0.024
C -0.012 0.015 -0.091
C -0.016 -0.005 -0.004
H 0.015 -0.021 0.020
H 0.012 0.010 0.009
C 0.028 0.025 -0.019
C 0.002 -0.125 -0.093
C -0.049 0.057 -0.031
C 0.017 0.002 -0.014
C -0.017 0.024 -0.016
H -0.005 -0.020 -0.002
C -0.002 0.034 0.061
H 0.003 0.000 -0.001
H -0.008 0.008 -0.004
H 0.007 -0.002 0.008
H 0.008 -0.013 -0.010
C -0.012 -0.006 -0.036
H 0.013 0.010 0.006
H 0.002 0.005 -0.006
H 0.053 0.044 0.005
C -0.003 -0.009 -0.036
H -0.021 0.021 -0.002
C -0.004 0.013 0.008
H -0.003 0.002 -0.002
H 0.014 -0.041 -0.044
N 0.231 0.000 0.000
H -0.013 -0.032 0.007
N -0.024 -0.061 0.033
N -0.031 -0.140 -0.121
H 0.015 0.051 0.025
Re 0.115 0.542 -0.417
H 0.019 -0.026 0.001
C 0.064 -0.019 0.021
C 0.011 0.070 -0.014
H -0.026 0.023 0.035
C -0.021 0.009 -0.003
H 0.033 -0.028 -0.008
C -0.012 -0.016 0.099
C 0.115 -0.072 0.017
H -0.006 -0.016 -0.004
H -0.024 -0.006 -0.006
N 0.090 0.053 0.170
C -0.003 0.033 0.016
H 0.002 0.007 -0.007
H 0.012 -0.031 -0.011
H 0.055 0.058 0.029
C 0.002 0.038 -0.052
P -0.134 -0.241 0.118
H 0.014 -0.007 -0.002
C 0.023 0.008 -0.026
C -0.404 -0.084 -0.196
H 0.020 -0.002 -0.004
H -0.020 -0.006 -0.011
H 0.002 -0.055 -0.003
C -0.004 -0.006 -0.007
H 0.000 0.041 -0.033
H -0.115 -0.177 -0.085
C 0.013 0.014 -0.005
H 0.021 0.051 0.001
C 0.024 0.056 0.006
C -0.036 -0.016 0.000
H 0.000 0.011 -0.012
H -0.013 -0.024 0.008
C 0.018 -0.012 -0.020
H -0.017 -0.004 -0.007
C 0.007 -0.020 -0.017
H -0.051 -0.006 -0.042
H 0.013 -0.036 -0.011
H 0.007 0.016 0.020
C 0.030 0.007 -0.108
C 0.018 0.000 0.083
C -0.015 0.000 0.020
C 0.022 -0.069 0.038
O -0.043 -0.075 -0.022
C 0.011 -0.031 0.006
C 0.153 0.100 0.106
H -0.004 0.008 0.000
C -0.012 0.007 0.045
C -0.002 -0.009 0.059
H 0.017 -0.003 0.037
H -0.020 -0.015 -0.015
C -0.151 0.070 0.076

***

Here is one molecule with the formula H3N3O2 in a non-equilibrium geometry from OMol25. Energies are from wB97M-V/def2-TZVPD.

- F_max (hartree/bohr) = 0.0857
- LUMO energy (eV) = 0.93
- E_tot (Eh) = -316.3821
- net charge = 0
- HOMO (eV) = -9.6819

Each line ends with the Mulliken charge.
Positions of all 8 atoms, in Å:
H (-1.335, -0.251, -0.436)  0.256
N (1.399, -0.164, 0.078)  1.137
O (1.753, -1.319, -0.134)  -0.709
H (1.858, 1.532, -0.232)  0.399
N (0.314, 0.350, 0.207)  -0.446
O (2.382, 0.805, 0.068)  -0.457
N (-0.738, -0.524, 0.262)  -0.473
H (-0.262, -1.449, 0.041)  0.293

Atomic forces in eV per Å
H -2.117 0.632 -1.947
N 2.471 -0.496 -0.701
O -0.251 -0.326 0.506
H -0.310 1.468 -0.178
N -2.702 1.828 0.671
O 1.272 -1.056 0.082
N 3.095 -2.809 1.401
H -1.459 0.759 0.166